Record 1
Entry from OMol25: a molecular structure, C2H8BrCdF6NO8S2 at a distorted geometry (wB97M-V/def2-TZVPD).

Atoms and positions in Å:
Cd -1.167226 -0.818898 0.297299
C 2.667259 -0.445393 -0.257442
F 2.459156 -1.559435 0.484096
F 2.555300 0.618188 0.555488
F 3.887931 -0.500192 -0.728569
S 1.467319 -0.321826 -1.677971
O 2.165880 0.520937 -2.575629
O 1.150433 -1.645957 -2.037764
N 0.123825 0.356212 -0.940269
S -0.455299 1.627507 -1.774119
O -0.290140 1.551666 -3.172257
O -1.747859 1.950785 -1.258644
C 0.546333 3.059100 -1.181326
F -0.016887 4.164122 -1.623439
F 0.514797 3.079227 0.176190
F 1.815949 3.014542 -1.558995
Br -2.930903 -1.439854 -1.570754
O -2.601372 -1.635914 1.886789
H -3.536962 -1.814054 1.724470
H -2.386276 -2.074665 2.716210
O -0.344884 -2.987444 0.121349
H 0.612837 -3.072171 0.219564
H -0.710191 -3.817027 0.446570
O 0.259825 -0.911179 2.097392
H 0.788154 -0.160768 2.398141
H 0.227368 -1.514014 2.847459
O -1.649661 1.245754 1.298607
H -2.126637 2.007591 0.946196
H -1.278068 1.523166 2.141356

Atoms 1-2, force components in eV/Å:
-1.7 -0.4 -1.3
-0.6 0.0 0.4

Results
- LUMO (eV) = -1.113
- ΔE to the lowest compared entry with this formula, charge and spin (kcal/mol) = 0.0
- energy (eV) = -132656.571

Here are the Mulliken charges for atoms 1 to 6, given in e:
1. Cd 1.350
2. C 0.665
3. F -0.246
4. F -0.241
5. F -0.209
6. S 0.779

Record 2
Entry from OMol25: 2 unconnected molecules or ions with the total composition C6H13NO at a distorted geometry (wB97M-V/def2-TZVPD).

Atoms and positions in Å:
C 0.257254 1.749608 -2.305682
C -0.565483 1.628632 -1.186261
C -0.160830 0.769180 -0.025914
N 1.072946 1.117419 0.554961
C -0.960904 -0.052918 0.685280
C -0.593063 -0.680281 2.076356
C 0.505701 -1.727212 1.898338
H -0.165744 2.166863 -3.167456
H 1.260757 1.361028 -2.455261
H -1.529601 1.841791 -1.309535
H 1.304415 0.987325 1.524719
H 1.282858 2.190462 0.574293
H -1.567882 -0.733132 0.029320
H -0.179710 -0.070989 2.961426
H -1.470809 -1.289819 2.386311
H 1.240359 -1.956765 2.782102
H 0.039297 -2.641445 1.469335
H 1.380195 -1.421400 1.291158
O -0.113981 -1.843578 -1.667094
H 0.591339 -1.743623 -0.976681
H 0.319703 -1.885652 -2.510406

Atoms 1-2, force components in eV/Å:
-1.5 -0.6 3.0
6.3 -3.0 -2.6

Results
- SMILES = C=C/C(N)=C/CC.O
- LUMO (eV) = 0.735
- ΔE to the lowest compared entry with this formula, charge and spin (kcal/mol) = 90.0
- energy (eV) = -9967.272

Here are the Mulliken charges for atoms 1 to 6, given in e:
1. C -0.720
2. C -0.739
3. C 0.806
4. N -0.547
5. C -0.527
6. C -0.444

Record 3
Entry from OMol25: a molecular structure, C25H21Co2N2O6 at a distorted geometry (wB97M-V/def2-TZVPD).

Atoms and positions in Å:
O 2.843422 1.933316 -1.613422
C 1.718045 1.934821 -1.326018
Co 0.020228 1.811364 -0.938502
C 0.398233 -0.019345 -0.505040
O 0.952718 -0.902464 -1.351809
C -0.407234 2.752184 0.485039
O -0.483180 3.314464 1.495232
C -0.650718 1.902135 -2.665338
C -0.154117 2.794317 -3.696734
C 0.437517 4.018622 -3.321093
C 1.002413 4.851318 -4.284669
C 0.949493 4.489014 -5.636419
C 0.289502 3.311476 -6.020099
C -0.282034 2.478119 -5.059731
C -0.791981 0.588839 -2.120734
C -0.291737 -0.797223 -2.221938
Co -2.238065 1.600539 -1.833267
C -2.701799 2.770014 -0.503358
O -3.289792 3.490169 0.188255
C -3.339121 2.152740 -3.056341
O -4.104436 2.502804 -3.850306
C -3.232519 0.195615 -1.571369
O -3.923626 -0.716098 -1.396487
H 0.450690 4.312554 -2.266512
H 1.487962 5.776046 -3.966646
H 1.426286 5.118188 -6.391733
H 0.214079 3.031297 -7.071959
H -0.826106 1.572803 -5.334458
H -1.039962 -1.553864 -1.937344
H 0.132150 -1.035463 -3.208725
C -0.070110 -4.730879 3.561241
N 0.774809 -3.628987 3.933852
C 1.884648 -3.899833 4.835608
C 2.768750 -2.650197 4.742903
C 2.214514 -1.812446 3.581568
C 1.193558 -2.741787 2.877765
C 0.042286 -2.002085 2.225051
C -0.853796 -1.280562 3.023357
C -1.701697 -0.398232 2.360454
C -1.515538 -0.108124 1.027694
N -0.533647 -0.742875 0.271863
C 0.005602 -1.906813 0.862248
H -0.940528 -4.367349 3.000951
H 0.433974 -5.482775 2.925352
H -0.428482 -5.245713 4.459307
H 1.507541 -4.086485 5.850502
H 2.450933 -4.797316 4.521183
H 2.722904 -2.085003 5.673271
H 3.806195 -2.935082 4.560331
H 1.699157 -0.916890 3.950122
H 2.984968 -1.495679 2.874538
H 1.753364 -3.309651 2.104876
H -0.850547 -1.376904 4.108451
H -2.486952 0.144991 2.884002
H -2.087276 0.685576 0.527184
H 0.659061 -2.507200 0.237854

Atoms 1-2, force components in eV/Å:
-1.7 -0.3 0.6
1.6 1.3 -0.6

Results
- LUMO (eV) = 2.789
- total charge = -1
- ΔE to the lowest compared entry with this formula, charge and spin (kcal/mol) = 108.0
- energy (eV) = -116778.462

Here are the Mulliken charges for atoms 1 to 6, given in e:
1. O -0.405
2. C -0.098
3. Co 0.212
4. C 0.477
5. O -0.496
6. C -0.215

Record 4
Entry from OMol25: a molecular structure, C28H28AuCl3N6O4S3 (wB97M-V/def2-TZVPD).

Atoms and positions in Å:
Au -2.000586 0.955537 -2.620180
N 6.177845 0.904869 0.381583
C 4.888941 1.128127 -0.002627
C 3.877043 0.202049 0.308553
C 2.577143 0.433727 -0.087224
C 2.271054 1.588175 -0.798857
C 3.254431 2.508308 -1.123460
C 4.552807 2.280616 -0.726496
S 0.606252 1.884447 -1.215595
O -0.208830 1.692303 -0.039127
O 0.482576 3.132843 -1.921649
N 0.122524 0.642766 -2.201343
C 0.749284 0.157696 -3.333394
N 2.061899 0.296111 -3.506654
C 2.590586 -0.281497 -4.577973
C 1.839016 -0.990757 -5.501395
C 0.479839 -1.048826 -5.246875
N -0.073351 -0.480688 -4.182433
H 6.422715 0.099289 0.922677
H 6.903898 1.564305 0.175475
H 4.134109 -0.700382 0.853818
H 1.782495 -0.270326 0.129263
H 2.990665 3.393467 -1.687301
H 5.328673 2.996293 -0.969879
H 3.661376 -0.159395 -4.705458
H 2.283752 -1.463105 -6.364469
H -0.193505 -1.567300 -5.921100
Cl -0.478601 3.592873 4.581347
C -0.873607 2.001349 4.058067
C -0.075967 1.365182 3.125142
C -0.398651 0.075355 2.742466
C -1.511481 -0.589254 3.244844
C -1.789365 -1.992787 2.764953
C -3.043485 -2.054483 1.863751
N -2.751657 -1.728992 0.473995
C -2.546634 -2.625434 -0.555707
C -2.345321 -1.888896 -1.677871
N -2.432049 -0.557197 -1.333369
C -2.664479 -0.492536 -0.036174
O -1.968751 -2.855495 3.884296
C -1.487309 -4.169264 3.783614
C 0.022859 -4.188985 3.797194
C 0.887836 -4.360201 2.684469
Cl 0.437100 -4.721124 1.129162
S 2.575979 -4.222428 3.067773
C 2.151404 -3.949059 4.696293
C 0.766156 -3.960615 4.932140
C -2.315230 0.087942 4.167247
Cl -3.752934 -0.623404 4.821654
C -1.993376 1.369447 4.579459
H 0.775055 1.872590 2.691249
H 0.233154 -0.423364 2.016425
H -0.924736 -2.308944 2.168115
H -3.786818 -1.356479 2.238636
H -3.476062 -3.053420 1.903705
H -2.590151 -3.692390 -0.418861
H -2.156268 -2.208412 -2.688214
H -2.748045 0.417228 0.537678
H -1.892188 -4.701712 2.917766
H -1.838859 -4.659170 4.689696
H 2.934924 -3.798841 5.429565
H 0.322796 -3.813873 5.909464
H -2.622740 1.875393 5.298840
C -2.542627 4.525934 -5.296699
S -1.480139 3.940126 -3.985835
C -2.412225 4.571156 -2.595535
O -1.788400 2.433775 -4.008159
H -2.565561 5.615672 -5.271876
H -3.538160 4.109120 -5.149613
H -2.123138 4.187922 -6.241770
H -2.475713 5.656504 -2.663539
H -1.876001 4.283328 -1.691644
H -3.403187 4.117211 -2.622019

Atoms 1-2, force components in eV/Å:
0.1 0.1 0.1
-0.2 0.0 0.0

Results
- LUMO (spin up / spin down) (eV) = -6.524 / -9.591
- multiplicity = 3
- total charge = +2
- <S²> = 2.0217
- ΔE to the lowest compared entry with this formula, charge and spin (kcal/mol) = 0.0
- energy (eV) = -120368.930

Here are the Mulliken charges for atoms 1 to 6, given in e:
1. Au 0.452
2. N -0.462
3. C 1.150
4. C -1.000
5. C -0.647
6. C -0.264